Record 1
47
Properties=species:S:1:pos:R:3 method="wB97M-V/def2-TZVPD" e_lumo_ev="1.26 / 1.50" homo_lumo_gap_ha="0.339 / 0.371" relative_energy_kcal_mol=10.2 multiplicity=4 total_charge=-1 e_homo_ha="-0.2920 / -0.3155"
V -1.996 -0.348 1.124
P -2.779 -1.762 3.566
F -2.260 -3.145 4.189
F -1.252 -1.399 3.074
F -2.988 -2.440 2.119
F -3.190 -0.297 2.878
F -4.275 -2.042 4.010
F -2.537 -0.917 4.909
P -2.403 3.048 1.188
F -2.680 1.621 0.401
F -1.442 2.261 2.189
F -1.145 3.275 0.200
F -2.262 4.481 1.961
F -3.378 3.786 0.115
F -3.682 2.756 2.131
P 0.489 -0.830 -0.016
F 1.554 0.254 -0.520
F 0.414 -1.561 -1.431
F 1.670 -1.757 0.509
F -0.731 -1.775 0.566
F 0.473 0.019 1.388
F -0.806 0.117 -0.486
C 1.659 3.174 3.498
Cl 1.995 3.375 5.266
Cl 0.551 4.382 2.889
H 2.593 3.163 2.946
H 1.215 2.194 3.342
C -1.425 2.762 -2.833
Cl -1.259 3.237 -4.560
Cl -2.311 1.214 -2.729
H -0.436 2.689 -2.404
H -2.057 3.508 -2.371
C 0.177 -0.513 -4.787
Cl -0.515 0.397 -6.136
Cl -0.454 -2.176 -4.656
H 1.240 -0.626 -4.955
H -0.100 -0.042 -3.853
C 4.632 -1.070 -0.933
Cl 5.689 -2.454 -0.621
Cl 5.182 -0.175 -2.404
H 3.642 -1.460 -1.117
H 4.729 -0.377 -0.110
C 2.104 -4.735 -1.541
Cl 3.161 -5.540 -0.375
Cl 1.139 -5.952 -2.411
H 1.351 -4.180 -0.996
H 2.707 -4.137 -2.212

Record 2
18
Properties=species:S:1:pos:R:3 method="wB97M-V/def2-TZVPD" e_lumo_ev="-8.45 / -8.45" homo_lumo_gap_ha="0.074 / 0.074" multiplicity=2 total_charge=+1 e_homo_ha="-0.3849 / -0.3849"
O 0.634 2.158 -1.982
V 0.133 1.554 -0.575
O 1.341 0.605 -0.173
O 3.948 0.667 1.276
V 5.273 1.443 1.464
O 5.490 1.331 3.126
K 1.583 2.592 -4.738
I -0.280 3.230 1.644
Cl -1.272 -1.762 2.407
O -0.720 -2.286 3.609
O -0.266 -1.091 1.551
O -1.712 -2.773 1.632
O -2.179 -0.817 2.669
Cl -2.394 -0.893 -2.411
O -1.114 -0.290 -2.055
O -3.529 -0.731 -1.510
O -2.853 -0.717 -3.743
O -2.085 -2.220 -2.190